Record 1
Molecular formula: C33H70FInN3O6
Method: DFT, wB97M-V/def2-TZVPD

As for the total charge: -1. As for the spin multiplicity: 1. Its total energy is -2205.02487 Eh. Its frontier orbital gap is 6.88 eV. For the LUMO energy, the calculation gives 2.034 eV.

Geometry (Å):
C: -1.649 4.762 -7.258
C: -2.030 3.388 -6.690
C: -0.998 2.837 -5.707
C: -1.259 1.383 -5.279
C: -0.009 0.484 -5.276
C: 0.025 -0.498 -4.103
C: 0.372 0.160 -2.752
C: 1.604 -0.423 -2.046
C: 1.602 -0.238 -0.511
C: 2.882 0.386 0.065
In: 2.521 1.022 2.134
F: 0.591 1.651 2.198
C: 2.667 -0.437 3.773
C: 1.665 -0.171 4.905
C: 2.048 -0.838 6.236
C: 0.870 -1.243 7.115
N: 0.146 -0.119 7.691
C: 0.172 0.233 9.006
C: -0.612 1.333 9.180
C: -1.149 1.668 7.909
C: -0.665 0.754 7.021
O: 3.678 2.652 2.698
C: 4.664 3.116 1.840
C: 4.456 4.599 1.540
C: 4.632 5.435 2.802
O: 3.170 4.805 0.961
H: -0.563 4.886 -7.292
H: -2.047 5.575 -6.644
H: -2.041 4.904 -8.268
H: -2.142 2.674 -7.514
H: -2.999 3.471 -6.187
H: -0.006 2.915 -6.169
H: -0.978 3.486 -4.824
H: -1.982 0.954 -5.981
H: -1.711 1.364 -4.283
H: 0.899 1.099 -5.241
H: 0.024 -0.069 -6.218
H: -0.950 -0.992 -4.029
H: 0.752 -1.287 -4.324
H: 0.545 1.229 -2.923
H: -0.481 0.091 -2.071
H: 1.705 -1.483 -2.314
H: 2.501 0.071 -2.438
H: 0.747 0.390 -0.239
H: 1.436 -1.214 -0.040
H: 3.132 1.274 -0.528
H: 3.712 -0.324 -0.015
H: 3.689 -0.368 4.172
H: 2.542 -1.463 3.409
H: 0.685 -0.556 4.595
H: 1.558 0.907 5.053
H: 2.615 -1.749 6.006
H: 2.717 -0.185 6.806
H: 0.172 -1.859 6.538
H: 1.213 -1.848 7.959
H: 0.743 -0.309 9.745
H: -0.790 1.844 10.116
H: -1.806 2.491 7.681
H: -0.826 0.669 5.958
H: 4.723 2.580 0.877
H: 5.661 3.015 2.315
H: 5.168 4.931 0.774
H: 4.611 6.504 2.570
H: 5.579 5.207 3.295
H: 3.816 5.213 3.497
H: 2.539 4.943 1.675
C: -2.008 -3.345 8.694
O: -2.763 -2.864 9.786
C: -2.938 -1.449 9.792
C: -4.375 -1.073 9.510
N: -4.747 -1.376 8.137
C: -6.162 -1.225 7.833
C: -7.160 -2.105 8.578
O: -7.085 -3.480 8.250
C: -6.114 -4.222 8.959
H: -1.791 -4.395 8.888
H: -2.548 -3.270 7.742
H: -1.065 -2.800 8.593
H: -2.258 -0.967 9.084
H: -2.672 -1.093 10.791
H: -4.492 0.003 9.678
H: -5.004 -1.596 10.247
H: -4.454 -2.318 7.914
H: -6.292 -1.410 6.764
H: -6.438 -0.180 8.010
H: -8.163 -1.784 8.285
H: -7.085 -1.978 9.665
H: -5.984 -3.843 9.977
H: -5.140 -4.219 8.462
H: -6.464 -5.253 9.010
C: 2.449 -4.331 -11.406
O: 3.200 -3.159 -11.175
C: 3.118 -2.182 -12.203
C: 2.359 -0.957 -11.743
N: 0.948 -1.253 -11.550
C: 0.174 -0.183 -10.933
C: 0.547 0.256 -9.522
O: 0.284 -0.711 -8.527
C: 1.294 -1.679 -8.322
H: 2.736 -5.051 -10.641
H: 1.369 -4.158 -11.336
H: 2.668 -4.757 -12.390
H: 2.651 -2.608 -13.096
H: 4.140 -1.887 -12.459
H: 2.453 -0.182 -12.511
H: 2.851 -0.583 -10.835
H: 0.862 -2.090 -10.986
H: -0.871 -0.502 -10.912
H: 0.225 0.695 -11.586
H: -0.079 1.117 -9.272
H: 1.590 0.590 -9.454
H: 2.289 -1.266 -8.511
H: 1.154 -2.565 -8.950
H: 1.237 -1.991 -7.279

---

Record 2
Molecular formula: C15H37O13PS2Si2
Method: DFT, wB97M-V/def2-TZVPD

As for the total charge: 0. As for the spin multiplicity: 1. Its total energy is -3288.68470 Eh. Its frontier orbital gap is 9.57 eV. For the LUMO energy, the calculation gives 0.309 eV.

Geometry (Å):
C: -1.423 2.694 -0.376
C: -2.301 1.553 0.137
C: -2.964 0.770 -0.983
O: -2.019 0.581 -2.023
C: -2.552 0.110 -3.251
Si: -1.544 0.851 -4.669
C: -0.004 1.629 -3.979
C: 0.779 0.624 -3.102
C: 2.244 0.468 -3.514
P: 3.100 -0.889 -2.722
O: 4.511 -1.113 -3.071
O: 2.870 -0.600 -1.164
C: 3.914 -0.776 -0.187
C: 3.268 -1.078 1.148
O: 2.119 -2.103 -3.051
C: 2.510 -3.444 -2.701
C: 1.264 -4.294 -2.585
O: -2.439 1.954 -5.528
Si: -3.171 3.326 -4.989
H: -1.899 3.227 -1.203
H: -0.461 2.326 -0.734
H: -1.228 3.414 0.422
H: -1.683 0.866 0.720
H: -3.078 1.941 0.796
H: -3.300 -0.204 -0.612
H: -3.846 1.303 -1.367
H: -3.616 0.369 -3.344
H: -2.501 -0.988 -3.299
H: -1.176 -0.227 -5.617
H: 0.600 1.959 -4.832
H: -0.243 2.533 -3.412
H: 0.300 -0.359 -3.092
H: 0.747 0.965 -2.067
H: 2.360 0.327 -4.592
H: 2.812 1.366 -3.249
H: 4.502 0.144 -0.149
H: 4.584 -1.574 -0.509
H: 2.583 -1.922 1.060
H: 4.036 -1.337 1.880
H: 2.713 -0.218 1.524
H: 3.067 -3.422 -1.760
H: 3.190 -3.812 -3.471
H: 0.799 -4.195 -1.603
H: 1.503 -5.345 -2.749
H: 0.536 -3.991 -3.337
H: -4.487 3.462 -5.640
H: -2.340 4.507 -5.304
H: -3.351 3.252 -3.517
C: -3.064 -2.143 4.986
C: -1.626 -1.768 4.683
O: -1.708 -1.187 3.371
S: -3.062 -0.376 3.218
O: -2.856 0.999 3.514
O: -3.675 -0.765 1.999
O: -3.821 -1.037 4.456
H: -3.365 -3.058 4.476
H: -3.279 -2.213 6.049
H: -0.954 -2.619 4.638
H: -1.232 -1.020 5.372
C: 1.193 1.712 6.023
C: 1.990 1.894 4.744
O: 2.838 0.730 4.715
S: 2.066 -0.524 5.310
O: 1.455 -1.267 4.264
O: 2.902 -1.163 6.259
O: 0.910 0.300 6.043
H: 1.774 1.970 6.908
H: 0.244 2.241 6.019
H: 2.632 2.769 4.755
H: 1.352 1.897 3.860

---

Record 3
Molecular formula: C25H42F4N5O3Sc
Method: DFT, wB97M-V/def2-TZVPD

As for the total charge: +2. As for the spin multiplicity: 1. Its total energy is -2636.94395 Eh. The value obtained for the energy above the lowest of the compared OMol25 structures with the same formula, charge and spin is 1.227 eV. Its frontier orbital gap is 7.47 eV. For the LUMO energy, the calculation gives -5.989 eV.

Geometry (Å):
Sc: 9.993 7.996 10.906
C: 12.941 7.427 12.107
O: 11.668 8.048 12.202
C: 11.496 8.877 13.380
C: 10.647 10.041 13.037
O: 9.360 9.503 12.567
C: 8.162 10.144 13.138
C: 7.075 10.283 12.085
O: 6.704 8.975 11.762
C: 5.441 8.693 11.092
H: 12.942 6.799 11.180
H: 13.294 6.863 13.019
H: 13.659 8.209 11.798
H: 12.542 9.095 13.723
H: 10.929 8.255 14.157
H: 11.189 10.653 12.226
H: 10.584 10.644 13.943
H: 8.497 11.126 13.518
H: 7.831 9.498 13.953
H: 7.454 10.902 11.222
H: 6.321 10.961 12.607
H: 4.656 9.030 11.768
H: 5.355 7.603 10.962
H: 5.400 9.255 10.178
C: 7.249 4.404 13.955
C: 7.671 5.782 13.497
N: 9.026 5.780 12.918
C: 10.006 5.341 13.937
C: 9.801 5.935 15.330
C: 9.212 4.830 11.802
C: 8.432 5.170 10.521
N: 8.724 6.483 10.044
C: 8.145 6.886 8.896
C: 7.961 8.230 8.640
F: 8.563 9.143 9.566
C: 7.214 8.688 7.540
F: 7.030 10.065 7.354
C: 6.521 7.783 6.712
C: 6.943 6.471 6.774
F: 6.444 5.559 5.812
C: 7.804 5.970 7.792
F: 8.358 4.748 7.804
H: 6.162 4.372 14.009
H: 7.673 4.179 14.950
H: 7.463 3.611 13.185
H: 7.700 6.480 14.379
H: 6.947 6.193 12.765
H: 11.013 5.668 13.648
H: 10.188 4.215 13.983
H: 8.975 5.493 15.880
H: 9.557 7.036 15.279
H: 10.716 5.780 15.882
H: 8.824 3.777 12.097
H: 10.303 4.760 11.620
H: 7.366 5.142 10.687
H: 8.742 4.339 9.888
H: 5.929 8.118 5.874
C: 13.596 5.536 7.237
C: 12.182 5.240 7.718
N: 11.501 6.402 8.289
C: 12.073 7.616 8.354
N: 11.442 8.496 9.188
C: 11.873 9.930 9.073
C: 13.336 10.049 8.704
C: 13.828 9.133 7.582
N: 13.076 7.877 7.468
C: 13.621 6.799 6.518
H: 13.894 4.682 6.606
H: 14.198 5.669 8.204
H: 12.294 4.495 8.560
H: 11.419 4.766 7.001
H: 10.597 6.250 8.704
H: 11.605 10.292 10.077
H: 11.288 10.400 8.334
H: 13.964 9.928 9.603
H: 13.579 11.034 8.372
H: 14.892 8.899 7.751
H: 13.818 9.781 6.711
H: 14.681 7.018 6.281
H: 13.074 6.884 5.589